Formula: C46H49F5N8
Source: the Open Molecules 2025 dataset
Level of theory: ωB97M-V/def2-TZVPD

Structure (XYZ):
```
108
Properties=species:S:1:pos:R:3:forces:R:3:mulliken_charge:R:1
F -6.52759 2.22165 0.17485 0.55 0.28 0.08 -0.302
C -7.61587 1.45269 0.15994 -0.51 -1.33 0.06 0.499
C -7.56226 0.15838 0.73705 -2.31 0.31 -1.68 -0.588
C -8.78011 -0.60892 0.61824 2.33 1.66 0.90 -0.255
C -9.91524 -0.06116 0.04111 0.41 -1.72 1.03 -0.530
C -9.90623 1.19525 -0.49712 -0.16 0.30 -0.33 -0.210
C -8.75167 1.96394 -0.48183 0.13 -0.41 0.57 -0.442
H -6.66876 -0.32827 1.09932 0.10 0.44 0.24 0.407
H -8.73938 -1.54276 1.15925 -0.46 -0.33 -0.38 0.327
H -10.78180 -0.70224 0.10806 -0.40 0.32 -0.37 0.345
H -10.84072 1.53147 -0.92151 0.13 0.43 -0.18 0.346
H -8.74620 2.95146 -0.91908 0.20 0.05 0.05 0.404
F -2.85307 -13.92973 5.79404 -0.17 -0.25 -0.26 -0.293
C -3.11466 -13.14724 4.72646 -1.13 0.58 -0.11 0.277
C -2.32601 -12.02383 4.56531 -0.24 0.43 -0.05 -0.343
C -2.61869 -11.12506 3.54712 -0.38 -0.27 0.13 -0.302
C -3.66768 -11.37620 2.67014 0.12 -0.30 0.19 -0.484
C -4.52135 -12.46192 2.89793 0.65 0.13 0.14 -0.310
C -4.28572 -13.34122 3.95955 1.04 0.35 0.17 -0.394
H -1.59005 -11.73581 5.30138 0.20 -0.41 0.05 0.382
H -2.09403 -10.18126 3.52781 0.25 -0.06 -0.31 0.349
H -3.79410 -10.72216 1.82006 -0.32 0.07 0.02 0.364
H -5.36189 -12.60129 2.23426 -0.13 -0.13 0.09 0.349
H -4.98594 -14.12409 4.21095 0.12 -0.16 -0.05 0.406
F 8.71865 6.92302 -5.32085 0.58 0.22 -0.06 -0.304
C 7.81447 5.93988 -5.37687 0.77 -0.79 0.60 0.387
C 8.19432 4.63398 -5.06482 -0.90 -0.34 0.34 -0.427
C 7.20761 3.62552 -5.03397 -0.77 1.67 -0.56 -0.355
C 5.88367 3.97194 -5.43675 1.41 0.02 0.44 -0.523
C 5.58662 5.31495 -5.71193 -1.14 -2.29 0.22 -0.286
C 6.52641 6.28489 -5.63927 -0.34 1.07 -0.72 -0.380
H 9.19505 4.39180 -4.73881 0.14 0.23 -0.12 0.405
H 7.47268 2.66056 -4.62778 -0.11 -0.20 -0.35 0.373
H 5.12082 3.21242 -5.52384 -0.07 0.00 0.18 0.386
H 4.55861 5.56091 -5.93352 -0.04 0.12 -0.16 0.342
H 6.20479 7.28421 -5.89291 0.46 0.27 0.21 0.383
F -3.60352 11.22712 -2.98565 -0.68 0.25 -0.10 -0.286
C -2.47970 10.58982 -2.69928 1.19 -1.15 1.34 0.192
C -2.46290 9.25579 -2.31663 -0.37 -0.32 -0.64 -0.277
C -1.24604 8.61106 -2.11675 -0.01 0.30 -0.18 -0.414
C -0.05703 9.29643 -2.29906 0.72 0.39 -0.03 -0.253
C -0.05802 10.66944 -2.54951 -0.85 -0.97 0.83 -0.454
C -1.29511 11.28234 -2.62190 0.40 1.56 -1.32 -0.273
H -3.36958 8.66955 -2.29140 -0.19 0.11 0.12 0.373
H -1.24271 7.56683 -1.84111 0.02 -0.06 -0.07 0.347
H 0.90676 8.81254 -2.24100 -0.05 -0.32 0.17 0.340
H 0.85501 11.24607 -2.56484 -0.01 -0.01 -0.15 0.358
H -1.31393 12.34598 -2.80822 -0.17 0.21 0.02 0.346
F 0.22508 -0.57562 3.54323 0.24 0.99 0.83 -0.286
C 0.39692 -0.48204 2.23169 -0.01 -0.13 -2.44 0.433
C 0.11227 -1.63524 1.52819 0.72 0.11 -1.07 -0.349
C 0.37737 -1.67029 0.14803 -0.25 -0.62 1.03 -0.308
C 0.93633 -0.61147 -0.54381 -0.85 -0.34 -0.01 -0.544
C 1.06041 0.60504 0.10988 0.13 -1.07 0.51 -0.301
C 0.81677 0.65151 1.49177 0.54 0.11 0.73 -0.482
H -0.12551 -2.56491 2.02374 -0.39 0.14 0.20 0.372
H 0.12212 -2.61336 -0.31228 0.33 -0.02 -0.44 0.352
H 1.21151 -0.78213 -1.57413 -0.06 0.37 -0.14 0.386
H 1.42142 1.44272 -0.46834 0.08 0.30 0.42 0.383
H 1.17529 1.54298 1.98487 -0.48 0.16 0.38 0.343
C 7.16040 3.98856 1.71710 0.14 0.33 -1.44 -0.760
C 6.77304 3.65615 3.04807 -0.58 -1.09 2.28 0.351
N 6.46856 3.32381 4.11656 0.37 0.57 -1.36 -0.359
H 6.44355 3.62042 0.98314 -0.31 0.06 0.20 0.253
H 8.09277 3.51537 1.40907 0.19 0.18 0.39 0.264
H 7.21767 5.07144 1.60674 0.17 -0.06 -0.06 0.251
C 2.33583 0.36354 -10.37975 0.61 -0.75 1.32 -0.661
C 2.46462 -0.71309 -9.33972 -0.44 1.46 -1.73 0.235
N 2.47492 -1.53967 -8.55741 0.17 -0.84 0.83 -0.330
H 2.14711 1.28372 -9.82679 -0.32 0.04 -0.28 0.249
H 1.54202 0.10287 -11.07976 0.15 0.19 0.09 0.254
H 3.30517 0.48552 -10.86307 -0.18 -0.11 -0.23 0.254
C 1.64979 6.13933 7.40409 0.36 -0.13 -0.75 -0.666
C 1.92412 6.64808 6.04285 0.69 0.77 -1.40 0.285
N 2.22051 7.10580 5.01231 -0.71 -0.95 1.92 -0.360
H 1.15681 5.16856 7.35237 -0.36 0.24 -0.03 0.237
H 1.07474 6.89197 7.94351 0.03 -0.29 0.12 0.252
H 2.60491 5.92621 7.88412 0.00 0.35 0.12 0.253
C 3.18976 -8.29678 -6.50343 0.38 0.58 -0.09 -0.723
C 2.43249 -8.03912 -5.30459 -0.29 -0.03 -1.41 0.286
N 1.84165 -7.85743 -4.35405 -0.83 0.29 1.58 -0.337
H 4.12290 -7.79040 -6.25662 0.75 -0.95 -0.31 0.243
H 2.89671 -7.76929 -7.41116 -0.75 -0.01 0.27 0.285
H 3.16368 -9.37076 -6.68779 0.74 0.14 -0.03 0.246
C -3.94209 0.04309 -4.63010 0.15 0.22 -0.51 -0.674
C -2.93516 0.96243 -5.17539 2.92 2.46 -0.91 0.307
N -2.06052 1.67570 -5.53357 -3.14 -2.48 1.12 -0.386
H -4.95182 0.43956 -4.73661 0.12 0.18 0.10 0.261
H -3.71149 -0.13055 -3.57902 -0.10 -0.20 -0.12 0.244
H -3.90268 -0.86524 -5.23134 0.05 -0.18 0.32 0.249
C -3.65392 1.74004 8.49612 0.04 -0.23 0.83 -0.681
C -4.89066 2.17455 7.90575 -3.76 1.48 -2.05 0.305
N -5.90849 2.55915 7.44974 3.21 -1.26 1.44 -0.364
H -2.86242 2.46812 8.31854 0.04 -0.27 -0.11 0.238
H -3.40319 0.72097 8.20164 0.18 0.22 -0.28 0.254
H -3.85950 1.69582 9.56565 0.29 0.06 0.17 0.248
C -0.18733 -4.19862 8.85456 1.04 -1.56 -0.06 -0.666
C 0.75207 -5.04248 8.03955 -1.29 1.76 0.34 0.237
N 1.44554 -5.70239 7.41991 0.56 -0.57 -0.39 -0.332
H -0.08379 -4.73962 9.79514 -0.56 0.44 0.46 0.241
H -1.20898 -4.29814 8.48791 0.18 0.14 -0.02 0.253
H 0.12694 -3.16522 9.00088 0.06 -0.21 -0.34 0.268
C 4.84407 -5.69662 1.10109 1.20 -0.07 0.50 -0.639
C 5.98449 -4.81647 0.89940 3.42 3.19 -1.21 0.277
N 6.93564 -4.12451 0.75112 -3.40 -2.50 0.57 -0.389
H 3.89339 -5.16493 1.14124 0.15 -0.23 -0.12 0.260
H 5.15020 -6.09167 2.06976 -0.87 -0.48 0.27 0.238
H 4.92840 -6.50330 0.37290 -0.51 0.09 -0.01 0.253
```
Forces are in eV/Å.

Energy   -73999.0467 eV
Total charge   0
ΔE to the lowest compared entry with this formula, charge and spin   70.3 kcal/mol